# 1
The following is a quantum chemistry calculation of a structure of composition H14O8V, from the Open Molecules 2025 dataset.

Values from the calculation:
LUMO (spin up / spin down) in eV: -8.57 / -7.93
HOMO level (spin up / spin down) in eV: -17.01 / -17.02
ΔE to the lowest compared entry with this formula, charge and spin in kJ/mol: 0.00
Orbital gap (spin up / spin down) in eV: 8.45 / 9.08

ORCA input file:
```
! RIJCOSX wB97M-V def2-TZVPD def2/J DEFGRID3
* xyz 2 2
O -13.152 -5.811 5.636
V -13.085 -4.265 5.858
O -12.849 -2.093 6.051
H -12.854 -1.484 5.292
H -12.958 -1.511 6.827
O -11.630 -7.393 4.031
H -11.056 -8.068 3.648
H -12.307 -7.868 4.555
O -11.248 -4.188 4.814
H -11.010 -3.567 4.106
H -11.012 -5.095 4.490
O -15.055 -4.207 6.678
H -15.706 -4.930 6.619
H -15.346 -3.622 7.398
O -14.086 -3.740 4.026
H -14.199 -2.847 3.665
H -14.714 -4.312 3.548
O -13.711 -8.980 5.650
H -13.534 -8.630 6.532
H -13.383 -9.891 5.697
O -12.241 -4.532 7.767
H -11.956 -5.419 8.053
H -12.450 -4.028 8.572
*
```

# 2
The following is a quantum chemistry calculation of a structure of composition C30H36CoN3O4, from the Open Molecules 2025 dataset.

Values from the calculation:
LUMO (spin up / spin down) in eV: 0.53 / -1.99
HOMO level (spin up / spin down) in eV: -7.23 / -8.41
ΔE to the lowest compared entry with this formula, charge and spin in kJ/mol: 0.00
Orbital gap (spin up / spin down) in eV: 7.76 / 6.42

ORCA input file:
```
! RIJCOSX wB97M-V def2-TZVPD def2/J DEFGRID3
* xyz 0 5
C 2.904 -0.547 0.983
C 2.762 -1.352 -0.175
C 2.116 -0.565 -1.160
H 3.156 -2.352 -0.336
C 1.945 0.752 -0.632
C 2.394 0.764 0.705
H 1.573 1.612 -1.195
C -0.776 -3.048 1.875
C 0.379 -3.528 1.218
C 0.395 -3.006 -0.102
H 1.105 -4.223 1.630
C -0.837 -2.259 -0.305
C -1.560 -2.327 0.934
H 1.988 -0.840 -2.202
H 2.461 1.667 1.313
H 3.465 -0.829 1.860
H -2.581 -1.959 1.066
H 1.024 -3.392 -0.907
H -1.086 -3.303 2.887
Co 0.944 -0.648 0.430
C -1.324 -1.735 -1.664
C -2.861 -1.708 -1.752
C -0.796 -2.588 -2.832
H -3.270 -2.692 -1.463
H -3.164 -1.514 -2.793
H -3.300 -0.927 -1.116
H -1.032 -3.646 -2.696
H 0.286 -2.510 -2.989
H -1.286 -2.252 -3.755
C -0.644 -0.330 -1.852
C -1.472 0.858 -2.294
H 0.184 -0.431 -2.565
H -0.214 0.002 -0.845
O -2.214 1.351 -1.428
N -1.220 1.333 -3.616
C -0.003 2.223 -3.701
H -2.026 1.866 -3.942
C 1.239 1.429 -4.001
C 2.478 2.012 -3.687
H 2.483 3.017 -3.224
C 3.669 1.326 -3.959
H 4.625 1.791 -3.668
C 3.613 0.085 -4.602
H 4.540 -0.426 -4.824
C 2.389 -0.462 -4.980
H 2.345 -1.403 -5.516
C 1.202 0.215 -4.692
H 0.235 -0.155 -5.024
H 0.117 2.750 -2.729
H -0.130 2.987 -4.496
C -3.446 1.367 3.323
C -2.395 0.760 4.242
C -0.898 1.108 3.948
C -0.566 2.626 4.041
C -1.257 3.554 3.047
C -0.083 0.396 5.048
O -0.150 0.719 6.234
N 0.686 -0.659 4.628
C 1.021 -1.061 3.340
O 1.773 -2.025 3.197
N 0.434 -0.335 2.300
C -0.569 0.560 2.545
O -1.222 0.906 1.532
H -3.754 2.363 3.653
H -4.321 0.706 3.304
H -3.044 1.427 2.309
H -2.633 0.982 5.298
H -2.458 -0.339 4.139
H -0.743 2.989 5.068
H 0.523 2.710 3.879
H -2.255 3.848 3.391
H -0.656 4.463 2.907
H -1.354 3.046 2.083
H 1.145 -1.197 5.359
*
```

# 3
The following is a quantum chemistry calculation of a structure of composition C25H31IrN8O4S, from the Open Molecules 2025 dataset.

Values from the calculation:
LUMO in eV: -6.70
HOMO level in eV: -13.17
ΔE to the lowest compared entry with this formula, charge and spin in kJ/mol: 15.01
Orbital gap in eV: 6.47

ORCA input file:
```
! RIJCOSX wB97M-V def2-TZVPD def2/J DEFGRID3
* xyz 2 1
Ir 0.095 -0.251 0.309
N 2.240 -0.186 0.271
C 2.787 1.157 0.641
C 4.104 1.500 -0.098
C 4.132 1.718 -1.632
C 3.592 3.053 -2.176
N 2.153 3.181 -2.262
C 1.388 2.599 -3.169
N 1.932 2.097 -4.292
N 0.097 2.485 -2.952
C 1.701 2.198 0.378
O 1.948 3.379 0.522
O 0.572 1.741 -0.099
H 2.687 -0.890 0.851
H 2.516 -0.389 -0.688
H 2.974 1.145 1.716
H 4.815 0.705 0.139
H 4.472 2.416 0.368
H 3.658 0.889 -2.173
H 5.186 1.688 -1.916
H 4.030 3.263 -3.153
H 3.918 3.858 -1.519
H 1.692 3.631 -1.480
H 2.830 2.435 -4.596
H 1.326 1.755 -5.020
H -0.278 2.532 -2.011
H -0.523 2.154 -3.671
O -4.049 0.410 -1.005
S -2.823 0.896 -0.454
O -1.962 1.650 -1.313
N -1.942 -0.362 0.159
C -2.464 -1.663 0.230
C -3.787 -2.056 0.228
C -4.132 -3.420 0.306
C -3.192 -4.406 0.382
C -1.828 -4.048 0.388
C -0.775 -4.980 0.425
C 0.528 -4.549 0.394
C 0.788 -3.181 0.362
N -0.177 -2.270 0.345
C -1.485 -2.679 0.331
C -3.133 1.880 0.980
C -2.931 3.250 0.915
C -3.207 4.023 2.036
C -3.684 3.425 3.193
C -3.891 2.050 3.241
C -3.615 1.270 2.131
H -4.571 -1.323 0.135
H -5.182 -3.681 0.293
H -3.472 -5.450 0.429
H -1.002 -6.038 0.468
H 1.355 -5.244 0.408
H 1.808 -2.823 0.364
H -2.561 3.700 0.004
H -3.062 5.094 1.998
H -3.913 4.033 4.058
H -4.285 1.591 4.139
H -3.786 0.200 2.155
C -0.057 -1.964 3.532
C -0.134 -0.493 3.341
N -0.020 0.254 2.240
C -0.194 1.588 2.612
C -0.386 1.633 3.945
N -0.346 0.332 4.377
H 0.132 -2.481 2.602
H -0.997 -2.335 3.943
H 0.740 -2.212 4.234
H -0.213 2.389 1.899
H -0.566 2.462 4.605
H -0.455 0.022 5.330
*
```

# 4
The following is a quantum chemistry calculation of a structure of composition C39H33Br2CoF5N2OP2S, from the Open Molecules 2025 dataset.

Values from the calculation:
LUMO (spin up / spin down) in eV: -0.15 / 0.08
HOMO level (spin up / spin down) in eV: -7.26 / -7.44
ΔE to the lowest compared entry with this formula, charge and spin in kJ/mol: 84.79
Orbital gap (spin up / spin down) in eV: 7.11 / 7.52

ORCA input file:
```
! RIJCOSX wB97M-V def2-TZVPD def2/J DEFGRID3
* xyz 0 2
Co 1.556 0.007 -1.727
C -3.482 -0.048 3.850
S -4.332 -1.117 2.669
C -4.457 -0.028 1.220
C -3.369 -0.235 0.173
C -1.989 0.073 0.736
N -0.883 0.044 -0.229
P -0.130 -1.329 -0.915
C 0.299 -2.498 0.399
C -0.644 -3.065 1.261
C -0.238 -3.928 2.267
C 1.106 -4.257 2.399
C 2.042 -3.730 1.523
C 1.640 -2.847 0.531
C -1.398 -2.237 -1.850
C -1.415 -3.629 -1.887
C -2.331 -4.298 -2.687
C -3.232 -3.584 -3.460
C -3.214 -2.195 -3.438
C -2.299 -1.528 -2.644
P -0.102 1.413 -0.896
C -1.472 2.424 -1.545
C -1.855 2.244 -2.874
C -2.957 2.914 -3.383
C -3.685 3.774 -2.572
C -3.297 3.977 -1.255
C -2.193 3.310 -0.745
C 0.622 2.462 0.409
C 1.822 3.062 0.028
C 2.544 3.840 0.921
C 2.083 4.017 2.215
C 0.889 3.428 2.607
C 0.161 2.661 1.711
H -3.496 -0.563 4.809
H -4.013 0.897 3.961
H -2.446 0.142 3.574
H -4.472 1.006 1.576
H -5.434 -0.225 0.780
H -3.568 0.411 -0.688
H -3.408 -1.266 -0.180
H -1.763 -0.623 1.546
H -2.017 1.064 1.188
H -1.701 -2.857 1.139
H -0.973 -4.353 2.939
H 1.420 -4.935 3.182
H 3.087 -3.993 1.617
H 2.376 -2.405 -0.131
H -0.713 -4.198 -1.292
H -2.336 -5.380 -2.704
H -3.945 -4.108 -4.085
H -3.911 -1.631 -4.045
H -2.293 -0.446 -2.631
H -1.282 1.584 -3.514
H -3.242 2.771 -4.418
H -4.544 4.298 -2.970
H -3.849 4.663 -0.626
H -1.884 3.495 0.276
H 2.220 2.883 -0.965
H 3.482 4.282 0.609
H 2.654 4.607 2.920
H 0.528 3.557 3.620
H -0.753 2.200 2.056
Br 6.254 1.028 -1.979
C 5.456 0.774 -0.288
C 6.244 0.925 0.865
C 5.704 0.752 2.106
Br 6.816 0.975 3.628
C 4.336 0.415 2.261
C 3.693 0.211 3.503
C 2.366 -0.104 3.532
C 1.670 -0.215 2.313
N 2.229 -0.034 1.146
C 3.549 0.273 1.097
C 4.113 0.452 -0.224
O 3.340 0.306 -1.244
H 7.289 1.181 0.756
H 4.263 0.310 4.417
H 1.849 -0.269 4.467
H 0.613 -0.470 2.311
F 1.759 0.885 -4.208
C 1.193 -0.181 -3.566
F -0.121 -0.208 -3.981
C 1.823 -1.444 -4.179
F 1.249 -2.547 -3.667
F 3.131 -1.496 -3.912
F 1.667 -1.489 -5.510
*
```

# 5
The following is a quantum chemistry calculation of a cluster of 2 separate species, C4H4S in total, from the Open Molecules 2025 dataset.

Values from the calculation:
LUMO in eV: 0.51
HOMO level in eV: -9.04
ΔE to the lowest compared entry with this formula, charge and spin in kJ/mol: 498.72
Orbital gap in eV: 9.55

ORCA input file:
```
! RIJCOSX wB97M-V def2-TZVPD def2/J DEFGRID3
* xyz 0 1
C -0.622 -0.115 -1.005
C -0.646 0.995 -0.509
S -0.628 2.640 -0.027
H -0.747 -1.159 -0.990
H -1.035 3.089 -1.304
C 1.033 -1.960 0.741
C 0.928 -0.799 1.059
H 0.802 -2.859 0.529
H 0.917 0.169 1.505
*
```

# 6
The following is a quantum chemistry calculation of a structure of composition CH5N2S, from the Open Molecules 2025 dataset.

Values from the calculation:
LUMO in eV: -7.01
HOMO level in eV: -14.44
ΔE to the lowest compared entry with this formula, charge and spin in kJ/mol: 292.56
Orbital gap in eV: 7.43

ORCA input file:
```
! RIJCOSX wB97M-V def2-TZVPD def2/J DEFGRID3
* xyz 1 1
C -1.609 0.164 -0.767
N 1.804 -0.163 0.565
N -0.713 0.030 0.148
S 2.784 -0.247 -0.644
H -2.728 0.238 -0.551
H 2.151 -0.224 1.468
H -0.865 0.239 1.163
H 0.541 -0.234 0.447
H -1.365 0.196 -1.830
*
```

# 7
The following is a quantum chemistry calculation of a cluster of 6 separate species, C30H68BFIN12O10 in total, from the Open Molecules 2025 dataset.

Values from the calculation:
LUMO in eV: -3.11
HOMO level in eV: -10.26
Orbital gap in eV: 7.15

ORCA input file:
```
! RIJCOSX wB97M-V def2-TZVPD def2/J DEFGRID3
* xyz 1 1
C -4.209 -4.659 7.969
C -3.891 -4.558 6.430
C -4.476 -3.202 5.871
C -3.479 -2.503 4.860
C -3.331 -0.998 5.304
C -2.088 -0.357 4.593
C -2.473 0.993 3.861
C -1.760 1.200 2.473
C -2.806 1.287 1.284
C -2.423 2.346 0.205
C -1.604 1.719 -0.994
C -0.590 2.751 -1.586
C -0.598 2.794 -3.174
C 0.595 2.003 -3.790
C 1.930 2.863 -3.896
C 2.437 2.776 -5.371
C 3.128 1.391 -5.683
N 2.715 0.856 -7.031
C 2.975 -0.610 -7.189
O 1.872 -1.280 -7.746
O 1.157 -1.889 -6.730
C 3.233 1.738 -8.123
B 3.062 1.156 -9.633
C 1.577 1.118 -10.237
O 4.127 0.686 -10.393
C 4.708 2.239 -7.886
C 5.517 1.415 -6.824
C 4.677 1.392 -5.472
I 5.394 -0.381 -4.392
C 5.189 2.605 -4.612
O 5.065 2.604 -3.438
N 5.880 3.754 -5.237
C 7.289 3.606 -4.923
O 7.737 3.784 -3.882
F 8.153 3.277 -5.916
H -5.112 -4.082 8.255
H -3.291 -4.297 8.513
H -4.356 -5.740 8.202
H -2.792 -4.601 6.307
H -4.379 -5.378 5.859
H -4.698 -2.509 6.706
H -5.431 -3.410 5.347
H -2.481 -2.983 4.977
H -3.843 -2.567 3.810
H -3.189 -0.983 6.407
H -4.281 -0.498 5.041
H -1.276 -0.106 5.309
H -1.687 -1.107 3.876
H -3.581 0.964 3.746
H -2.214 1.855 4.515
H -1.128 0.300 2.293
H -1.128 2.109 2.532
H -3.790 1.508 1.756
H -2.896 0.257 0.870
H -3.373 2.788 -0.175
H -1.843 3.165 0.680
H -1.102 0.827 -0.552
H -2.333 1.324 -1.731
H -0.740 3.764 -1.168
H 0.434 2.401 -1.315
H -1.549 2.293 -3.470
H -0.684 3.835 -3.558
H 0.745 1.112 -3.134
H 0.291 1.581 -4.779
H 1.657 3.914 -3.663
H 2.625 2.423 -3.158
H 1.515 2.779 -6.006
H 3.033 3.647 -5.712
H 2.709 0.707 -4.910
H 1.688 0.960 -7.036
H 3.932 -0.863 -7.684
H 3.065 -1.027 -6.160
H 1.497 -2.822 -6.713
H 2.609 2.663 -8.100
H 0.881 1.534 -9.465
H 1.463 1.750 -11.141
H 1.234 0.071 -10.397
H 4.711 0.147 -9.831
H 4.651 3.279 -7.490
H 5.301 2.309 -8.818
H 5.608 0.362 -7.167
H 6.535 1.818 -6.696
H 5.619 4.582 -4.692
C -0.036 -4.371 8.279
O -1.177 -3.955 8.163
N 0.544 -4.611 9.477
N 0.761 -4.635 7.194
H 1.481 -4.949 9.583
H -0.006 -4.433 10.298
H 0.367 -4.473 6.285
H 1.699 -4.983 7.266
C 2.162 -5.355 -5.747
O 2.243 -4.130 -5.843
N 2.711 -6.194 -6.658
N 1.517 -5.958 -4.721
H 2.656 -7.194 -6.599
H 3.197 -5.778 -7.432
H 1.098 -5.362 -4.028
H 1.437 -6.953 -4.621
C -6.076 1.676 6.827
O -5.983 0.647 6.183
N -6.850 2.724 6.428
N -5.410 1.867 8.004
H -6.939 3.580 6.943
H -7.353 2.621 5.563
H -4.830 1.114 8.329
H -5.472 2.705 8.550
C -6.364 4.143 2.326
O -7.158 3.754 3.163
N -6.585 4.009 0.986
N -5.186 4.747 2.656
H -5.944 4.322 0.281
H -7.443 3.568 0.706
H -4.990 4.862 3.635
H -4.518 5.075 1.985
C 3.776 -2.677 8.776
O 2.919 -3.073 9.549
N 3.643 -2.771 7.422
N 4.937 -2.106 9.201
H 4.335 -2.450 6.771
H 2.795 -3.182 7.072
H 5.069 -2.019 10.193
H 5.654 -1.773 8.584
*
```

| no. | calculated total energy (hartree) |
| --- | --- |
| 1 | -1553.80564 |
| 2 | -3012.65842 |
| 3 | -2212.41771 |
| 4 | -9801.79258 |
| 5 | -552.80207 |
| 6 | -548.42608 |
| 7 | -3015.61170 |